{"formula": "C20H31N2O2", "method": "ωB97M-V/def2-TZVPD", "elements": ["O", "O", "N", "N", "C", "C", "C", "C", "C", "C", "C", "C", "C", "C", "C", "C", "C", "C", "C", "C", "C", "C", "C", "C", "H", "H", "H", "H", "H", "H", "H", "H", "H", "H", "H", "H", "H", "H", "H", "H", "H", "H", "H", "H", "H", "H", "H", "H", "H", "H", "H", "H", "H", "H", "H"], "xyz": [[-0.02439, -1.44596, 1.33570], [-2.02463, -1.59724, -0.86808], [3.08821, 1.11992, 0.69986], [1.76047, -0.57760, -0.22750], [-4.24343, -1.62517, 0.11481], [-3.24246, 0.67595, -0.76632], [5.72562, -1.23881, 0.20243], [0.57555, 2.41036, -1.02115], [-5.51715, 0.42464, 0.35274], [5.14680, -0.14562, 0.51764], [3.92469, -0.21050, 0.25544], [-1.36704, -2.60302, -0.23793], [0.70464, -1.04644, -0.85648], [1.78687, 0.66129, 0.25470], [3.09879, -0.96200, -0.42352], [5.04570, -2.43575, -0.48942], [-4.25686, 1.26075, 0.04609], [-2.92168, -0.71188, -0.12554], [-5.12045, -0.70932, 1.11227], [3.50992, 2.19033, 1.23274], [3.61299, -2.15833, -0.83105], [0.67739, 1.44931, 0.13237], [0.15950, -2.02875, 0.16028], [1.60399, 3.39170, -1.24151], [5.96111, 0.59679, 1.06477], [0.45895, 1.82249, -1.88285], [-2.32588, -0.69105, 0.90422], [2.72502, 2.70841, 1.63029], [4.18010, 2.71005, 0.87799], [-0.45366, 2.94361, -0.93201], [-0.41534, -1.61899, 2.00188], [-4.72169, -0.66390, 2.07487], [-6.17203, 0.39936, -0.30837], [0.96338, -1.72742, -1.58026], [3.95649, 1.85717, 2.37877], [-2.34290, 1.03133, -1.20592], [1.80219, 4.03766, -0.40086], [2.67974, 2.92876, -1.59145], [-4.49222, 2.28387, -0.48357], [0.78548, 2.36986, 1.06149], [-3.83643, 1.74271, 1.06450], [-1.07184, -3.21474, -1.23608], [5.42210, -3.31422, -0.89164], [6.79834, -1.59831, 0.47608], [-1.68766, -3.20798, 0.51051], [-0.05236, -0.28923, -1.50012], [-0.19217, 1.05205, 0.44506], [-6.06602, 1.08368, 1.16366], [2.95732, -2.82905, -1.09372], [0.59353, -2.85122, 0.42535], [-3.76315, 0.23329, -1.48255], [1.38632, 3.86660, -2.12960], [-6.15978, -1.35468, 1.33002], [-4.80063, -1.80189, -0.77277], [-3.81939, -2.59291, 0.75374]], "lowdin_charge": [0.11, -0.16, 0.05, 0.04, -0.07, -0.17, -0.06, -0.28, -0.23, -0.10, -0.10, -0.14, -0.10, -0.13, -0.14, 0.09, -0.22, -0.26, -0.23, -0.12, 0.06, -0.13, -0.29, -0.11, 0.22, 0.09, 0.17, 0.07, 0.02, 0.16, -0.04, 0.08, 0.04, 0.12, 0.20, 0.11, 0.08, 0.15, 0.15, 0.22, 0.16, 0.18, 0.07, 0.15, 0.08, 0.22, 0.08, 0.16, 0.06, 0.10, 0.08, 0.05, 0.17, 0.10, 0.16], "total_charge": 1, "homo_energy_ha": -0.4152, "orbital_gap_ev": 8.3, "fmax_ha_per_bohr": 0.314, "spin_multiplicity": 1, "smiles": "CCCc1n(C[C@@H](O)COC2CCCCC2)c2ccccc2[n+]1C"}


{"formula": "CH4N3P", "method": "ωB97M-V/def2-TZVPD", "elements": ["P", "N", "N", "N", "C", "H", "H", "H", "H"], "xyz": [[0.47088, 0.70569, 0.80464], [0.93987, 1.03934, -0.75572], [1.10639, -0.83452, 0.92827], [-3.59254, -0.39393, -0.38117], [-2.60054, 0.05994, -0.00624], [1.09921, 0.29747, -1.42145], [0.58614, 1.88188, -1.18071], [1.02426, -1.26153, 1.83511], [0.96632, -1.49434, 0.17728]], "lowdin_charge": [0.92, -0.20, -0.20, -0.21, -0.51, 0.06, 0.05, 0.04, 0.06], "total_charge": 0, "homo_energy_ha": -0.3203, "orbital_gap_ev": 7.1, "fmax_ha_per_bohr": 0.044, "spin_multiplicity": 1}


{"formula": "C5H14", "method": "ωB97M-V/def2-TZVPD", "elements": ["C", "C", "C", "C", "C", "H", "H", "H", "H", "H", "H", "H", "H", "H", "H", "H", "H", "H", "H"], "xyz": [[0.35126, -1.83989, 0.04028], [-0.13716, -2.41272, -1.29757], [1.74535, -1.21273, -0.01836], [-1.12978, 2.98636, 0.06399], [-0.72755, 2.09226, 1.24561], [-0.54432, -1.61663, -1.92851], [1.63418, -0.14392, -0.16119], [-1.53326, 1.98635, 1.97219], [-2.14681, 3.34511, 0.18573], [0.66681, -2.90866, -1.83098], [2.32727, -1.62576, -0.85455], [-0.41379, -1.13640, 0.37416], [0.20549, 2.43883, 1.70428], [-1.23173, 2.39343, -0.85547], [0.30259, -2.64683, 0.77505], [-0.38640, 3.74158, -0.17792], [2.37716, -1.40306, 0.85729], [-0.93916, -3.11385, -1.08013], [-0.42014, 1.07654, 0.98609]], "lowdin_charge": [-0.32, -0.12, -0.12, -0.16, -0.16, 0.07, 0.06, 0.06, 0.06, 0.06, 0.07, 0.08, 0.06, 0.06, 0.09, 0.06, 0.07, 0.06, 0.03], "total_charge": 0, "homo_energy_ha": -0.4147, "orbital_gap_ev": 12.4, "fmax_ha_per_bohr": 0.029, "spin_multiplicity": 1, "smiles": "CCC.CC"}


{"formula": "C9H17N3O4", "method": "ωB97M-V/def2-TZVPD", "elements": ["O", "O", "O", "O", "N", "N", "N", "C", "C", "C", "C", "C", "C", "C", "C", "C", "H", "H", "H", "H", "H", "H", "H", "H", "H", "H", "H", "H", "H", "H", "H", "H", "H"], "xyz": [[-1.43665, 1.84601, 0.33925], [1.03014, 0.85703, -2.24333], [-0.07186, -2.81015, -0.09126], [-1.75402, 1.74061, 2.53290], [-2.93486, -1.04782, -0.73249], [-0.58839, -1.04755, 1.12430], [1.13651, -1.37832, -2.75057], [-1.16334, 1.34214, 1.41003], [-0.62807, -1.69456, -0.13506], [0.53762, -0.23110, -2.43955], [-1.05380, -0.26709, -2.20540], [1.51612, 2.24893, 1.12060], [1.14507, 0.76047, 0.84168], [-1.56970, -1.33918, -1.23817], [-0.14470, 0.24604, 1.60022], [2.39940, -0.02012, 1.24940], [1.66769, 2.67566, 2.15083], [-1.83022, -0.16996, -2.90669], [-1.24950, 0.62306, -1.60976], [2.45623, -1.08322, 1.11870], [2.07990, -1.31214, -3.24761], [1.08014, 0.61320, -0.21630], [-0.41290, -1.75534, 1.81670], [0.87627, 2.92501, 0.58750], [3.18877, 0.42639, 0.48661], [-2.65459, 2.08134, 2.49289], [-2.89836, -0.55024, 0.22420], [0.74607, -2.29853, -2.48381], [-1.61252, -2.33979, -1.67927], [2.93568, 0.32066, 2.09851], [-3.23611, -1.93935, -0.40207], [-0.03301, 0.26379, 2.65028], [2.47697, 2.31414, 0.53676]], "lowdin_charge": [0.11, 0.05, 0.04, 0.13, 0.07, 0.12, 0.17, -0.50, -0.39, -0.53, -0.03, -0.06, -0.33, -0.34, -0.19, -0.07, 0.10, 0.10, 0.09, 0.06, 0.16, 0.08, 0.14, 0.06, 0.12, 0.13, 0.10, 0.12, 0.14, 0.06, 0.06, 0.14, 0.09], "total_charge": 0, "homo_energy_ha": -0.3450, "orbital_gap_ev": 9.9, "fmax_ha_per_bohr": 0.078, "spin_multiplicity": 1, "smiles": "CC(C)[C@H](NC(=O)[C@@H](N)CC(N)=O)C(=O)O"}


{"formula": "C5H13NO2", "method": "ωB97M-V/def2-TZVPD", "elements": ["O", "O", "N", "C", "C", "C", "C", "C", "H", "H", "H", "H", "H", "H", "H", "H", "H", "H", "H", "H", "H"], "xyz": [[-3.05869, 1.11388, -2.00551], [-1.38395, -0.03161, -1.08473], [0.22448, 0.04912, 0.82847], [1.71321, -0.00183, -1.16727], [1.60398, -0.24201, 0.33048], [-2.89225, 1.20577, 0.34272], [2.00383, -1.66327, 0.68888], [-2.42735, 0.75247, -1.04223], [1.94490, -1.82046, 1.77012], [-2.34185, 0.76073, 1.16946], [0.20201, 0.94437, 1.29690], [1.32811, -2.39605, 0.24086], [-3.94802, 0.96772, 0.45390], [2.28581, 0.43930, 0.84465], [-2.78898, 2.28983, 0.38556], [3.01830, -1.87252, 0.36143], [-0.65769, 0.01772, -0.23387], [1.41509, 1.00575, -1.45310], [2.74180, -0.14763, -1.50059], [1.10264, -0.71551, -1.71471], [-0.08538, -0.65579, 1.48859]], "lowdin_charge": [0.06, 0.01, 0.06, -0.07, -0.45, -0.01, -0.07, -0.64, 0.08, 0.05, 0.12, 0.09, 0.08, 0.13, 0.08, 0.08, 0.03, 0.08, 0.08, 0.08, 0.11], "total_charge": 0, "homo_energy_ha": -0.3369, "orbital_gap_ev": 9.6, "fmax_ha_per_bohr": 0.030, "spin_multiplicity": 1, "smiles": "CC(=O)O.CC(C)N"}


{"formula": "C17H15AsN3ORhS9", "method": "ωB97M-V/def2-TZVPD", "elements": ["Rh", "As", "S", "S", "S", "S", "S", "S", "S", "S", "S", "O", "N", "N", "N", "C", "C", "C", "C", "C", "C", "C", "C", "C", "C", "C", "C", "C", "C", "C", "C", "C", "H", "H", "H", "H", "H", "H", "H", "H", "H", "H", "H", "H", "H", "H", "H"], "xyz": [[-0.08870, 0.43200, 0.15431], [2.39556, -2.99568, -2.14125], [0.62770, -1.35296, -1.88589], [-4.30051, 4.30616, 4.67907], [1.43737, 0.46917, -1.62837], [3.95877, -2.57036, -0.76667], [-3.48471, 1.72834, 3.39810], [1.37233, -4.72747, -1.46604], [-1.78874, -0.04100, 1.74541], [0.26305, 2.67144, 1.45706], [-1.74256, 4.05232, 3.13931], [1.44504, -0.44974, 1.46568], [-1.50703, 1.07348, -1.08921], [-2.50950, 2.04578, -2.80681], [-3.92475, 6.47248, -7.71135], [-2.82887, 2.97942, -3.78674], [-2.99305, 0.76240, -2.70428], [-4.24191, 3.72418, -5.60373], [3.48596, -1.01551, 2.53386], [-2.36634, 0.17916, -1.64350], [-1.61305, 2.19124, -1.79573], [-2.02885, 1.50211, 2.43267], [-2.24234, 4.97303, -5.01971], [-3.23984, 3.41441, 3.78398], [-3.37515, 4.81540, -5.85496], [1.32499, -1.78118, 1.93556], [2.31456, -1.82494, 3.09683], [-1.98512, 4.08668, -4.01262], [-1.20656, 2.59488, 2.31006], [2.83336, -0.12873, 1.45892], [-3.97512, 2.83769, -4.59723], [-3.65819, 5.72066, -6.86885], [2.91608, 0.94626, 1.64304], [-1.57855, 5.81114, -5.18741], [0.28158, -1.94354, 2.22093], [3.27054, -0.35911, 0.47833], [-3.69871, 0.34644, -3.39314], [-4.66802, 2.03298, -4.40230], [3.99699, -0.43247, 3.29893], [2.58378, -2.84184, 3.37301], [1.60653, -2.50315, 1.15229], [-5.13150, 3.61605, -6.21186], [-2.47875, -0.81360, -1.24693], [-1.07280, 3.09027, -1.57493], [-1.11793, 4.22526, -3.38621], [1.88957, -1.31552, 3.96336], [4.20259, -1.67964, 2.05514]], "mulliken_spin": [0.86, 0.25, 0.23, 0.07, 0.11, 0.25, -0.01, 0.32, 0.34, 0.47, -0.01, -0.02, 0.05, -0.04, 0.14, 0.24, 0.07, 0.04, 0.01, -0.06, 0.10, 0.10, 0.03, 0.01, 0.22, 0.00, 0.00, 0.03, 0.06, 0.02, 0.03, -0.01, 0.00, 0.01, 0.00, 0.00, 0.01, 0.03, 0.00, 0.00, 0.01, 0.02, 0.00, -0.01, 0.05, 0.00, -0.01], "total_charge": -2, "homo_energy_ha": [0.0038, -0.0934], "s2": 6.060, "orbital_gap_ev": [3.3, 4.6], "fmax_ha_per_bohr": 0.027, "spin_multiplicity": 5}


Copy entry 2 word for word.
{"formula": "CH4N3P", "method": "ωB97M-V/def2-TZVPD", "elements": ["P", "N", "N", "N", "C", "H", "H", "H", "H"], "xyz": [[0.47088, 0.70569, 0.80464], [0.93987, 1.03934, -0.75572], [1.10639, -0.83452, 0.92827], [-3.59254, -0.39393, -0.38117], [-2.60054, 0.05994, -0.00624], [1.09921, 0.29747, -1.42145], [0.58614, 1.88188, -1.18071], [1.02426, -1.26153, 1.83511], [0.96632, -1.49434, 0.17728]], "lowdin_charge": [0.92, -0.20, -0.20, -0.21, -0.51, 0.06, 0.05, 0.04, 0.06], "total_charge": 0, "homo_energy_ha": -0.3203, "orbital_gap_ev": 7.1, "fmax_ha_per_bohr": 0.044, "spin_multiplicity": 1}